# 1
A molecular structure, C29H20IN3OSV, computed with ωB97M-V/def2-TZVPD.

Geometry as XYZ:
```
56
Properties=species:S:1:pos:R:3:forces:R:3:lowdin_charge:R:1
V -0.042909 -0.223650 -0.446392 -0.61 -0.40 -0.07 0.883
I 0.735315 -0.665025 2.176807 -0.01 0.06 -0.11 1.447
C -0.765721 -2.070638 2.454480 0.14 0.17 -0.16 -0.562
C -1.024052 -2.653795 3.661615 -0.14 -0.18 0.17 -0.057
C -2.040736 -3.628804 3.726126 0.21 0.16 0.15 -0.001
C -2.726854 -3.975205 2.597019 -0.12 -0.06 -0.20 0.040
C -2.436256 -3.372640 1.349085 -0.01 -0.01 -0.03 -0.129
C -3.125064 -3.741162 0.170919 -0.06 -0.11 0.20 0.072
C -2.830942 -3.171739 -1.042264 0.08 0.12 -0.14 -0.006
C -1.837049 -2.195801 -1.140987 -0.08 -0.08 0.06 -0.041
C -1.145476 -1.757106 0.003730 0.36 0.17 0.26 -0.189
C -1.426579 -2.383174 1.267562 -0.12 -0.04 -0.22 -0.241
H -0.471531 -2.386540 4.553168 -0.01 -0.01 0.00 0.128
H -2.264055 -4.097111 4.674565 0.00 0.00 0.00 0.137
H -3.508316 -4.723404 2.642194 0.00 0.00 0.00 0.143
H -3.893488 -4.502772 0.236774 0.00 0.00 0.00 0.149
H -3.358187 -3.477556 -1.935414 0.00 0.00 0.00 0.135
H -1.636607 -1.805197 -2.125024 0.00 -0.01 -0.03 0.096
S -1.173769 1.564284 -4.220782 0.04 -0.01 -0.03 1.292
C -0.297546 0.131556 -4.697576 -0.03 0.04 0.06 -0.399
C -0.022670 -0.312404 -5.984022 0.00 0.00 -0.05 -0.027
C 0.659806 -1.508855 -6.111501 0.00 0.01 0.00 -0.011
C 1.047806 -2.248625 -4.988214 0.00 0.00 0.01 -0.018
C 0.774655 -1.804772 -3.707948 0.00 -0.01 0.01 -0.007
C 0.103478 -0.592949 -3.571320 -0.03 0.06 0.01 -0.282
N -0.290786 0.024982 -2.379466 0.22 0.17 0.03 -0.061
C -0.968133 1.170332 -2.597952 0.07 -0.12 -0.08 -0.490
C -1.448174 1.891113 -1.432347 0.03 0.01 0.13 -0.206
C -2.144458 3.087020 -1.481475 0.00 0.02 -0.03 0.023
C -2.599768 3.663929 -0.300274 0.00 0.00 0.00 0.026
C -2.378543 3.048140 0.927981 0.00 -0.01 0.04 0.004
C -1.691568 1.843698 1.006011 -0.05 0.05 -0.07 -0.047
C -1.201307 1.274851 -0.170364 -0.01 0.01 0.16 -0.170
H -0.334625 0.248378 -6.855120 0.00 -0.01 0.01 0.136
H 0.886743 -1.886085 -7.099454 0.00 0.01 0.00 0.135
H 1.561671 -3.190166 -5.127206 0.00 0.00 0.00 0.130
H 1.051235 -2.399471 -2.845964 0.01 -0.01 0.00 0.113
H -2.345729 3.568460 -2.431367 -0.01 0.00 0.01 0.133
H -3.146102 4.597254 -0.340485 0.01 0.00 0.00 0.142
H -2.753280 3.504487 1.834966 0.00 0.01 -0.01 0.139
H -1.542253 1.370999 1.965407 0.00 -0.01 0.01 0.089
N 5.553144 -1.940369 -2.169023 0.05 0.02 0.03 0.210
C 5.155701 -1.598278 -0.927003 0.03 0.08 -0.06 -0.516
O 5.450708 -2.157073 0.099935 -0.05 -0.08 0.01 0.134
C 4.194225 -0.426956 -0.805372 0.00 -0.03 -0.01 -0.080
C 4.630432 0.841736 -0.434717 0.03 0.02 -0.04 0.078
C 3.698095 1.826528 -0.134592 0.00 0.01 0.01 0.022
C 2.356948 1.511217 -0.162675 0.00 -0.01 -0.08 -0.101
N 1.934802 0.273272 -0.498749 0.11 -0.07 -0.12 -0.149
C 2.836846 -0.671001 -0.835373 0.02 0.07 0.14 -0.058
H 6.255105 -2.663952 -2.246993 0.00 0.00 0.01 0.139
H 5.453906 -1.308315 -2.945608 -0.02 0.00 0.00 0.120
H 5.691026 1.052529 -0.364804 -0.01 0.00 0.00 0.155
H 4.006462 2.824222 0.145692 0.00 0.00 0.00 0.139
H 1.597820 2.238655 0.096589 -0.01 0.00 0.00 0.129
H 2.459304 -1.659652 -1.070700 -0.01 -0.02 0.01 0.134
```
Forces are in eV/Å.

Properties
Max |F|   0.7 eV/A
Electronic energy   -2995.47193 Eh
Total charge   +3
HOMO-LUMO gap   5.653 eV
Spin multiplicity   1

---

# 2
A molecular structure, C29H21CsF3N6O5S, computed with ωB97M-V/def2-TZVPD.

Geometry as XYZ:
```
66
Properties=species:S:1:pos:R:3:forces:R:3:lowdin_charge:R:1
Cs 0.811266 -1.868325 -0.489118 0.01 -0.04 0.01 1.105
C -8.196088 3.337462 4.565475 0.00 0.00 0.00 -0.105
O -6.998342 2.698552 4.942450 0.00 0.00 0.01 -0.094
C -6.923508 1.345423 4.741704 -0.02 0.00 -0.01 -0.290
C -7.955603 0.568477 4.239230 0.00 0.00 0.00 -0.031
C -7.768628 -0.804674 4.083085 0.00 0.01 0.01 -0.045
C -6.558062 -1.398368 4.387533 -0.02 -0.05 0.00 -0.319
C -5.532555 -0.609342 4.915194 -0.01 0.02 0.01 -0.032
C -5.714046 0.744962 5.091360 0.01 -0.01 0.00 -0.002
N -6.437293 -2.824739 4.321346 -0.01 0.02 0.03 0.036
N -5.526402 -3.387860 3.674809 0.05 0.02 -0.04 0.039
C -4.641633 -2.758822 2.791941 -0.06 -0.04 0.04 -0.251
C -4.895850 -1.609555 2.041008 0.02 0.01 -0.02 -0.037
C -4.009488 -1.121994 1.106436 -0.03 -0.01 -0.02 -0.021
C -2.755384 -1.737216 0.846890 0.03 0.05 -0.01 -0.418
O -1.925507 -1.285876 0.023703 0.00 0.06 -0.05 -0.245
C -2.484604 -2.968769 1.606817 0.04 0.01 0.00 -0.154
N -1.296316 -3.576796 1.368177 -0.02 0.00 0.02 0.061
C -1.023695 -4.693084 2.000657 0.02 -0.01 0.00 -0.162
C -1.906554 -5.295153 2.913307 0.00 0.01 0.00 -0.069
C -3.098113 -4.682652 3.182587 0.00 0.01 0.00 -0.019
C -3.427767 -3.473328 2.528988 0.01 -0.01 0.00 -0.105
H -8.058097 4.395012 4.777000 0.00 0.00 0.00 0.087
H -9.049460 2.964317 5.140133 0.00 0.00 0.00 0.091
H -8.400998 3.207644 3.498479 0.00 0.00 0.00 0.093
H -8.907992 1.004346 3.973022 0.00 0.00 0.00 0.095
H -8.575373 -1.420579 3.705378 0.01 -0.01 0.00 0.109
H -4.585836 -1.068921 5.168491 0.00 -0.01 0.00 0.121
H -4.924644 1.366774 5.493479 0.00 0.00 0.00 0.117
H -5.837112 -1.092751 2.164719 0.02 0.00 -0.02 0.103
H -4.253983 -0.239735 0.528152 0.00 0.00 0.01 0.102
H -0.060509 -5.150541 1.792038 0.00 0.00 0.00 0.100
H -1.632044 -6.224511 3.395509 0.00 0.00 0.00 0.095
H -3.804366 -5.101165 3.886233 0.00 0.00 0.00 0.101
F 5.225828 -5.067408 0.637736 0.00 -0.01 0.00 0.120
C 4.682636 -3.913860 1.046505 0.02 0.00 -0.02 -0.667
F 5.495248 -3.382124 1.968170 0.00 -0.01 0.00 0.120
F 3.519049 -4.205694 1.651142 -0.03 0.02 -0.01 0.108
S 4.425520 -2.760175 -0.365758 -0.01 0.27 0.13 0.411
O 5.749656 -2.571148 -0.899099 0.00 0.04 0.00 -0.307
O 3.836693 -1.592705 0.286893 0.10 -0.15 -0.04 -0.438
O 3.490018 -3.473283 -1.210613 -0.15 -0.10 -0.08 -0.398
N 6.355785 2.431004 -4.399507 0.01 0.00 -0.01 0.169
C 7.065120 3.270841 -5.229816 0.00 0.00 0.01 -0.193
C 8.417050 3.369548 -5.540370 0.01 0.00 0.00 -0.026
C 8.778191 4.363943 -6.428927 0.00 0.00 0.00 -0.104
C 7.825253 5.230357 -6.988133 0.00 0.00 0.00 -0.104
C 6.484862 5.123573 -6.675864 -0.01 0.00 0.00 -0.022
C 6.099704 4.124141 -5.783181 0.01 0.00 -0.01 -0.229
N 4.842797 3.798394 -5.304740 0.00 -0.01 -0.01 0.177
C 5.037194 2.794374 -4.494584 0.00 0.00 0.03 -0.275
C 3.980298 2.108446 -3.739447 0.03 0.01 -0.01 -0.142
C 4.257500 1.310046 -2.640023 0.07 -0.06 0.08 0.006
C 3.211526 0.694041 -1.967672 -0.05 0.12 -0.08 -0.125
N 1.936745 0.828497 -2.333413 0.04 -0.09 0.03 0.038
C 1.680391 1.598532 -3.391907 -0.09 0.00 0.02 -0.132
C 2.652458 2.258565 -4.120285 -0.03 0.01 -0.01 -0.010
H 6.715864 1.647324 -3.884187 -0.01 0.00 0.00 0.156
H 9.153460 2.704450 -5.108606 0.00 0.00 0.00 0.107
H 9.819673 4.479709 -6.699363 0.00 0.00 0.00 0.096
H 8.154021 5.996723 -7.678046 0.00 0.00 0.00 0.095
H 5.745656 5.788240 -7.102710 0.00 0.00 0.00 0.108
H 5.264652 1.160178 -2.272287 0.00 0.00 0.00 0.114
H 3.416167 0.076471 -1.101512 0.03 -0.05 0.00 0.070
H 0.635923 1.692296 -3.668052 0.00 0.00 0.00 0.108
H 2.399641 2.878495 -4.968549 -0.01 0.00 0.00 0.110
```
Forces are in eV/Å.

Properties
Max |F|   0.3 eV/A
Electronic energy   -2540.52282 Eh
Total charge   -1
HOMO-LUMO gap   5.952 eV
Spin multiplicity   1
Energy relative to the best compared isomer or geometry (same formula, charge and spin)   2.8 kcal per mole

---

# 3
A gas-phase ion, C29H21N2O (charge +1) at a distorted geometry, computed with ωB97M-V/def2-TZVPD.

Geometry as XYZ:
```
53
Properties=species:S:1:pos:R:3:forces:R:3:lowdin_charge:R:1
C -5.606506 4.109763 -0.232092 0.26 -1.43 0.19 -0.026
O -5.371096 2.665780 -0.093166 0.87 0.36 0.00 -0.087
C -4.088460 2.185022 -0.092589 0.33 0.39 -0.12 -0.249
C -3.933188 0.779805 -0.077875 -0.18 0.93 -0.02 0.018
C -2.671059 0.220667 -0.106636 -0.03 -0.06 0.42 -0.076
C -1.478019 0.976165 -0.108585 -0.87 -0.20 0.24 -0.122
C -0.144373 0.213883 -0.054319 -0.55 0.29 -2.35 -0.222
C 0.022333 -0.774393 1.177164 0.45 3.80 2.71 -0.103
C -1.076030 -1.634243 1.555727 -0.72 -1.75 0.54 0.076
N -0.648061 -2.879942 1.787036 -1.61 1.15 -0.34 0.185
C 0.737787 -2.954122 1.716839 2.26 -0.03 0.67 -0.152
C 1.576686 -4.009450 2.153627 -1.22 0.51 -0.50 0.031
C 2.932841 -3.754231 2.298276 -0.11 -0.02 -0.07 -0.005
C 3.425940 -2.459877 2.099206 -1.83 0.66 -0.54 -0.186
C 4.821155 -2.245364 2.241595 3.41 0.74 0.47 -0.166
N 5.979295 -2.091294 2.357816 -2.94 -0.38 -0.32 0.188
C 2.539126 -1.382296 1.731321 1.26 -0.65 -0.23 0.084
C 1.215712 -1.643632 1.444924 0.01 -1.04 0.29 -0.081
C 1.070733 1.131830 -0.153832 0.81 0.14 -0.19 -0.124
C 1.340220 2.348573 0.471165 0.39 -0.27 0.36 -0.033
C 2.588537 2.962473 0.259639 0.19 -0.28 -0.10 -0.058
C 3.542425 2.401661 -0.600367 -0.24 -0.29 -0.16 -0.052
C 3.221844 1.234892 -1.310856 -0.10 -0.21 0.07 0.003
C 1.996363 0.609104 -1.089810 -0.20 1.08 1.08 -0.123
C 1.366775 -0.505490 -1.759032 -0.29 -0.97 -0.39 -0.125
C 1.877783 -1.245591 -2.814329 -0.11 -0.39 -0.19 -0.001
C 1.047701 -2.182099 -3.439795 -0.46 -0.13 0.01 -0.059
C -0.301041 -2.265461 -3.061401 0.22 0.14 0.11 -0.060
C -0.824131 -1.468685 -2.025874 0.46 -0.39 0.36 -0.009
C 0.045737 -0.691287 -1.273228 1.02 0.53 -1.48 -0.093
C -1.656264 2.371661 -0.193758 -0.12 -0.43 0.37 -0.009
C -2.911559 2.977774 -0.130452 -1.17 -0.42 -0.07 0.012
H -6.688679 4.178342 -0.258448 0.04 0.17 -0.01 0.094
H -5.203807 4.635161 0.629103 0.01 0.11 0.06 0.091
H -5.169230 4.471875 -1.158090 0.04 0.06 -0.08 0.094
H -4.830699 0.177717 -0.012734 0.07 -0.08 -0.15 0.124
H -2.630451 -0.871390 -0.084453 -0.04 0.47 -0.16 0.086
H 0.055944 0.261807 1.837502 -0.28 -2.95 -0.19 0.257
H -2.134212 -1.369193 1.696606 0.75 -0.25 -0.20 0.159
H -1.250378 -3.679303 2.039940 0.37 0.77 -0.16 0.206
H 1.147340 -4.992525 2.373869 0.25 0.38 -0.04 0.128
H 3.612595 -4.552134 2.607771 -0.25 0.31 -0.14 0.138
H 2.934953 -0.374330 1.671743 0.03 -0.08 -0.14 0.135
H 0.618711 2.832327 1.136007 0.35 -0.28 -0.09 0.117
H 2.842816 3.873707 0.793874 -0.18 -0.08 -0.12 0.109
H 4.527925 2.868395 -0.746243 -0.63 -0.17 0.13 0.118
H 3.899412 0.779105 -2.035472 -0.01 0.35 0.24 0.118
H 2.907314 -1.104175 -3.153332 -0.36 -0.01 0.09 0.120
H 1.415793 -2.826081 -4.253041 -0.14 0.44 0.48 0.116
H -0.972401 -2.963130 -3.559079 0.18 0.25 -0.07 0.107
H -1.886923 -1.465790 -1.824309 0.06 -0.25 -0.06 0.098
H -0.830196 3.048390 -0.291146 0.31 -0.03 0.01 0.096
H -3.005042 4.069639 -0.086418 0.22 -0.53 -0.24 0.115
```
Forces are in eV/Å.

Properties
Max |F|   4.7 eV/A
SMILES string   COc1ccc(C2([C@H]3C=[NH+]c4ccc(C#N)cc43)c3ccccc3-c3ccccc32)cc1
Electronic energy   -1302.15584 Eh
Total charge   +1
HOMO-LUMO gap   6.160 eV
Spin multiplicity   1
Energy relative to the best compared isomer or geometry (same formula, charge and spin)   0.0 kcal per mole

---

# 4
A molecular structure, C29H22AsClNO4RuS at a distorted geometry, computed with ωB97M-V/def2-TZVPD.

Geometry as XYZ:
```
60
Properties=species:S:1:pos:R:3:forces:R:3:lowdin_charge:R:1
Ru 8.960767 8.943237 9.516537 -0.28 -0.22 -0.59 1.000
S 11.035540 8.254560 10.848525 -0.27 1.11 1.95 0.838
C 10.932884 9.165968 12.414053 2.08 -1.43 -1.89 -0.583
C 12.091309 9.089045 13.240245 -2.03 1.81 1.65 -0.055
C 12.071402 9.809571 14.471188 -0.80 -1.54 -0.57 -0.025
C 10.879664 10.433007 14.853802 -0.11 1.00 -0.27 -0.036
C 9.802618 10.592661 13.963642 0.91 -0.65 0.17 -0.098
C 9.857051 9.951461 12.736271 -2.21 0.66 0.29 -0.381
As 8.192507 9.972172 11.640093 0.65 -0.27 0.86 1.315
C 6.925522 8.917942 12.673704 -0.68 -0.35 -1.87 -0.386
C 5.772662 8.412778 12.062066 -0.88 -0.89 0.60 -0.089
C 4.908363 7.516381 12.760685 2.34 1.15 0.26 -0.037
C 5.262120 7.127577 14.056148 -0.80 0.10 -0.88 -0.056
C 6.403317 7.665679 14.639647 -1.33 -1.32 1.04 -0.072
C 7.198220 8.519836 13.937674 2.47 1.20 2.39 -0.128
C 7.577501 11.772022 11.888711 0.70 -1.76 -0.45 -0.431
C 6.341207 11.987595 12.400237 -0.80 -1.25 1.26 -0.117
C 5.804903 13.223240 12.359435 -0.95 2.28 -0.99 -0.073
C 6.494796 14.267170 11.763231 2.67 -0.63 -0.63 -0.035
C 7.845514 14.071055 11.310891 -1.22 -0.45 0.50 -0.029
C 8.330580 12.760473 11.345540 1.75 1.55 -1.44 -0.138
H 12.867184 8.444595 12.973403 1.24 -0.72 -0.38 0.083
H 12.825556 9.674057 15.247505 0.14 0.15 -0.58 0.118
H 10.772232 10.893602 15.839866 0.26 -0.26 -0.26 0.123
H 8.912869 11.116933 14.275552 -0.03 0.20 -0.01 0.112
H 5.505617 8.659630 11.051768 0.07 0.14 -0.40 0.096
H 4.066663 7.085401 12.289058 -0.75 -0.17 -0.51 0.098
H 4.577628 6.422775 14.544757 0.62 0.32 0.14 0.119
H 6.590644 7.357821 15.671914 0.37 0.35 -0.37 0.119
H 8.079683 8.970894 14.478614 -0.97 -0.80 -0.68 0.112
H 5.780542 11.197433 12.879649 -0.03 -0.21 -0.16 0.109
H 4.776372 13.427520 12.606598 -0.15 -0.24 0.45 0.117
H 6.054865 15.204964 11.558734 -0.55 0.90 0.22 0.095
H 8.480025 14.871261 10.914167 -0.56 -0.25 0.06 0.113
H 9.293230 12.511501 10.812493 -0.95 0.38 0.83 0.128
O 6.828367 5.469343 10.320863 -0.76 0.02 -0.11 -0.267
Cl 7.911879 6.077825 9.663366 -1.27 0.15 -1.04 0.711
O 8.372275 5.322941 8.540384 0.27 0.63 0.62 -0.285
O 8.936164 6.330947 10.656204 0.37 0.86 -0.82 -0.427
O 7.387971 7.479226 9.049356 1.76 -1.39 1.54 -0.480
C 11.816043 7.304375 6.668554 0.95 -0.92 -1.06 -0.038
C 11.819579 8.297578 5.676527 -0.14 0.28 0.74 -0.008
C 11.138273 9.500734 5.849945 -0.32 -1.29 0.49 0.025
C 10.302941 9.620065 6.948515 -0.25 -0.91 0.84 -0.193
N 10.243296 8.608331 7.865399 0.91 -0.03 0.38 -0.060
C 11.061985 7.515790 7.784767 -1.46 -0.29 0.35 -0.152
C 9.311563 10.672595 7.200229 -0.49 0.05 1.30 -0.181
C 9.027940 11.687740 6.326900 -0.44 0.20 -0.45 -0.020
C 7.884546 12.465337 6.484221 -0.04 -0.04 0.16 -0.046
C 7.022997 12.191705 7.522066 -0.66 -0.17 0.22 -0.063
C 7.327411 11.270183 8.521670 0.81 -0.16 -0.38 -0.106
C 8.504646 10.556080 8.383684 0.62 -1.07 -0.39 -0.222
H 12.357853 6.318546 6.515377 -0.71 1.54 0.29 0.147
H 12.353043 8.129360 4.772070 0.42 -0.08 -0.56 0.111
H 11.087220 10.242573 5.098151 0.30 0.57 -0.66 0.106
H 10.952740 6.694170 8.543561 0.02 1.19 -0.63 0.107
H 9.587459 11.770476 5.429128 0.55 0.30 -0.64 0.104
H 7.575785 13.240546 5.788366 0.35 -0.26 -0.13 0.119
H 6.043523 12.618984 7.457697 -0.35 0.48 0.40 0.109
H 6.706318 11.007146 9.367839 -0.38 0.48 -0.21 0.081
```
Forces are in eV/Å.

Properties
Expectation value of S²   6.04
Max |F|   3.6 eV/A
Electronic energy   -4662.45596 Eh
Total charge   +1
HOMO-LUMO gap (alpha / beta)   8.450 / 5.898 eV
Spin multiplicity   5
Energy relative to the best compared isomer or geometry (same formula, charge and spin)   0.0 kcal per mole